This record from OMol25 describes C17H26EuN3OS4 as an isolated structure at a distorted geometry. The level of theory is the ωB97M-V functional and the def2-TZVPD basis.

Last column: Mulliken spin population.
Cartesian coordinates (Å):
Eu: -0.59 0.09 -0.24  6.061
C: 2.19 -0.43 2.65  -0.002
C: 1.70 -1.79 2.21  0.002
S: 1.36 -2.01 0.41  -0.007
C: 2.98 -1.54 -0.36  -0.002
C: 2.86 -0.57 -1.51  0.001
S: 2.07 1.06 -1.18  -0.007
C: 3.02 1.72 0.26  -0.001
C: 2.15 2.18 1.40  0.001
S: 1.04 0.94 2.18  -0.005
H: 3.16 -0.19 2.24  0.000
H: 2.26 -0.42 3.73  0.000
H: 0.74 -2.04 2.68  0.001
H: 2.43 -2.55 2.49  0.000
H: 3.41 -2.47 -0.73  0.000
H: 3.62 -1.17 0.43  0.000
H: 2.25 -0.98 -2.32  0.002
H: 3.86 -0.36 -1.90  0.000
H: 3.58 2.58 -0.11  0.000
H: 3.74 0.96 0.56  0.000
H: 1.46 2.96 1.08  0.001
H: 2.77 2.58 2.20  0.000
O: -1.53 -1.55 -1.10  -0.006
N: -2.48 -1.47 -2.04  -0.007
C: -3.29 -2.53 -2.22  0.000
C: -4.24 -2.54 -3.21  -0.001
C: -4.36 -1.43 -4.05  0.001
C: -3.54 -0.35 -3.84  0.001
C: -2.59 -0.36 -2.81  -0.001
S: -1.58 1.02 -2.53  -0.024
H: -3.12 -3.35 -1.54  0.000
H: -4.87 -3.41 -3.33  0.000
H: -5.08 -1.42 -4.85  0.000
H: -3.59 0.53 -4.46  0.000
N: -2.26 0.83 1.23  -0.009
C: -3.12 1.37 1.82  0.003
N: -4.04 1.94 2.47  0.000
C: -3.97 2.08 3.93  0.000
C: -4.74 3.33 4.35  0.000
C: -4.42 4.48 3.40  0.000
C: -4.91 4.17 1.97  0.000
C: -5.12 2.66 1.79  0.000
H: -2.92 2.17 4.22  0.000
H: -4.39 1.19 4.39  0.000
H: -4.46 3.59 5.36  0.000
H: -5.81 3.13 4.35  0.000
H: -3.34 4.65 3.40  0.000
H: -4.90 5.39 3.76  0.000
H: -4.18 4.53 1.24  0.000
H: -5.85 4.67 1.76  0.000
H: -5.13 2.39 0.74  0.000
H: -6.06 2.35 2.25  0.000

The charge is +2. As for the multiplicity: 7. Its expectation value of S² is 12.011. The HOMO-LUMO gap (alpha / beta) comes out at 6.47 / 8.64 eV. The value obtained for the LUMO energy (alpha / beta) is -7.47 / -5.31 eV.


This record from OMol25 describes the molecule C17H26FNO3. The level of theory is the ωB97M-V functional and the def2-TZVPD basis.

Last column: natural (NBO) charge in e.
Cartesian coordinates (Å):
C: 0.82 -2.38 -2.21  -0.604
C: 0.45 -0.96 -2.60  -0.386
C: 1.70 -0.07 -2.66  -0.510
C: 1.32 1.34 -3.04  0.592
O: 1.67 1.84 -4.08  -0.531
C: 0.42 2.10 -2.12  -0.215
C: -0.51 2.93 -2.73  -0.215
C: -1.35 3.71 -1.98  0.362
C: -1.28 3.71 -0.60  -0.233
C: -0.35 2.91 0.03  -0.311
C: 0.50 2.09 -0.71  0.385
O: 1.43 1.28 -0.12  -0.543
C: 1.95 1.60 1.16  -0.092
C: 1.27 0.90 2.36  0.068
O: 0.07 1.52 2.73  -0.739
H: -0.62 0.97 2.32  0.493
C: 1.01 -0.60 2.08  -0.248
N: -0.25 -0.69 1.36  -0.675
H: -0.08 -0.61 0.37  0.380
C: -1.15 -1.82 1.64  0.128
C: -0.45 -3.18 1.55  -0.631
H: -1.17 -3.98 1.69  0.214
H: 0.32 -3.28 2.31  0.207
H: 0.02 -3.31 0.57  0.209
C: -2.26 -1.75 0.58  -0.609
H: -3.02 -2.49 0.79  0.214
H: -1.86 -1.94 -0.41  0.204
H: -2.72 -0.76 0.59  0.218
C: -1.77 -1.63 3.03  -0.617
H: -2.49 -2.42 3.22  0.213
H: -1.01 -1.67 3.81  0.207
H: -2.27 -0.67 3.09  0.213
H: 1.86 -1.03 1.55  0.189
H: 0.91 -1.10 3.05  0.206
H: 1.97 1.01 3.20  0.181
H: 2.99 1.28 1.12  0.192
H: 1.93 2.69 1.32  0.196
H: -0.29 2.91 1.10  0.255
H: -1.95 4.34 -0.02  0.230
F: -2.27 4.49 -2.59  -0.324
H: -0.55 2.96 -3.81  0.246
H: 2.39 -0.45 -3.41  0.223
H: 2.19 -0.06 -1.69  0.241
H: -0.03 -0.97 -3.58  0.208
H: -0.26 -0.54 -1.89  0.193
H: -0.07 -3.01 -2.16  0.210
H: 1.32 -2.40 -1.24  0.197
H: 1.50 -2.82 -2.94  0.210

Its structure (SMILES) is CCCC(=O)c1cc(F)ccc1OC[C@@H](O)CNC(C)(C)C. The HOMO-LUMO gap comes out at 9.21 eV. The value obtained for the LUMO energy is 0.50 eV.


This record from OMol25 describes C17H26I2N3O9S3 as an isolated structure at a distorted geometry. The level of theory is the ωB97M-V functional and the def2-TZVPD basis.

Last column: natural (NBO) charge in e.
Cartesian coordinates (Å):
C: 3.41 -2.08 0.42  -0.629
C: 1.99 -2.02 -0.29  -0.239
N: 1.40 -0.67 -0.18  -0.528
C: 0.15 -0.53 -0.97  -0.228
C: -1.01 -1.52 -0.57  -0.472
C: -2.16 -0.90 0.25  0.311
C: -3.46 -0.56 -0.37  -0.054
C: -3.71 -0.78 -1.89  -0.533
C: -3.86 -2.33 -2.17  0.119
N: -4.68 -3.09 -1.55  -0.542
C: -4.55 0.00 0.46  -0.082
I: -6.50 0.48 -0.27  0.321
C: -4.30 0.22 1.90  -0.294
C: -3.00 -0.13 2.42  0.105
I: -2.68 0.15 4.55  0.305
N: -1.98 -0.66 1.61  -0.495
S: -0.46 -1.00 2.40  0.273
C: 2.34 0.24 -0.85  0.738
C: 2.59 1.70 -0.33  -0.722
O: 2.94 -0.08 -1.86  -0.572
H: 3.36 -1.48 1.36  0.213
H: 3.56 -3.15 0.73  0.227
H: 4.22 -1.76 -0.28  0.233
H: 1.38 -2.81 0.23  0.185
H: 2.07 -2.38 -1.35  0.207
H: 0.42 -0.54 -2.05  0.226
H: -0.24 0.51 -0.76  0.210
H: -1.47 -1.88 -1.53  0.262
H: -0.67 -2.44 -0.04  0.255
H: -4.62 -0.25 -2.26  0.269
H: -2.86 -0.33 -2.47  0.249
H: -3.15 -2.76 -2.92  0.194
H: -5.21 -2.48 -0.91  0.318
H: -5.11 0.60 2.55  0.281
H: -0.22 -2.35 2.25  0.164
H: 3.62 2.06 -0.56  0.263
H: 2.30 1.81 0.74  0.227
H: 1.90 2.35 -0.94  0.244
C: -1.77 3.70 5.36  -0.103
C: -0.39 3.39 5.89  -0.102
O: 0.02 4.59 6.55  -0.675
S: -1.27 5.32 7.18  2.524
O: -1.37 4.97 8.55  -0.879
O: -1.29 6.67 6.73  -0.874
O: -2.40 4.49 6.36  -0.681
H: -1.72 4.29 4.44  0.191
H: -2.35 2.79 5.17  0.194
H: 0.32 3.13 5.11  0.208
H: -0.42 2.59 6.64  0.189
C: 4.61 -1.93 -5.24  -0.100
C: 4.10 -0.51 -5.06  -0.110
O: 3.27 -0.26 -6.19  -0.680
S: 2.57 -1.65 -6.64  2.530
O: 1.26 -1.69 -6.08  -0.908
O: 2.81 -1.85 -8.03  -0.876
O: 3.51 -2.65 -5.79  -0.683
H: 5.43 -1.96 -5.96  0.196
H: 4.93 -2.38 -4.31  0.210
H: 4.91 0.22 -5.01  0.215
H: 3.48 -0.43 -4.16  0.207

The charge is +1. The HOMO-LUMO gap comes out at 7.52 eV. The value obtained for the LUMO energy is -5.02 eV.


This record from OMol25 describes a 2-piece molecular cluster, C17H26N3O6 overall at a distorted geometry. The level of theory is the ωB97M-V functional and the def2-TZVPD basis.

Last column: natural (NBO) charge in e.
Cartesian coordinates (Å):
C: 3.32 2.94 5.07  -0.258
O: 2.69 2.00 4.16  -0.486
C: 3.52 1.52 3.22  0.846
N: 2.94 0.55 2.29  -0.238
N: 1.72 0.24 2.43  -0.112
C: 1.13 -0.55 1.47  0.159
C: -0.26 -0.90 1.87  -0.665
C: 1.78 -0.97 0.31  -0.212
C: 1.34 -2.02 -0.60  0.629
O: 0.16 -2.46 -0.60  -0.617
N: 2.26 -2.55 -1.49  -0.417
C: 1.90 -3.67 -2.33  -0.413
C: 3.59 -2.05 -1.76  -0.399
O: 4.69 1.81 3.04  -0.577
H: 2.56 3.20 5.80  0.195
H: 4.18 2.49 5.58  0.193
H: 3.65 3.84 4.54  0.196
H: -0.61 -1.75 1.28  0.269
H: -0.26 -1.16 2.94  0.207
H: -0.96 -0.06 1.75  0.252
H: 2.79 -0.57 0.18  0.217
H: 0.93 -4.07 -2.02  0.251
H: 1.85 -3.35 -3.39  0.200
H: 2.68 -4.45 -2.26  0.177
H: 3.88 -1.25 -1.09  0.212
H: 4.33 -2.87 -1.68  0.184
H: 3.66 -1.68 -2.80  0.199
C: -1.83 4.26 1.04  -0.619
C: -1.33 3.62 -0.23  -0.068
O: -1.86 2.29 -0.30  -0.554
C: -1.38 1.64 -1.39  0.753
C: -1.91 0.25 -1.45  -0.468
C: -1.77 -0.43 -2.72  0.526
O: -1.07 -0.03 -3.64  -0.677
C: -2.56 -1.76 -2.91  -0.492
C: -3.80 -1.90 -2.06  -0.391
C: -3.48 -1.53 -0.61  -0.389
C: -2.99 -0.08 -0.52  -0.389
O: -0.62 2.18 -2.18  -0.673
H: -1.37 5.24 1.14  0.194
H: -2.92 4.38 1.03  0.199
H: -1.57 3.66 1.92  0.203
H: -1.65 4.20 -1.10  0.179
H: -0.24 3.55 -0.21  0.181
H: -2.83 -1.83 -3.97  0.201
H: -1.87 -2.59 -2.70  0.204
H: -4.61 -1.28 -2.45  0.182
H: -4.15 -2.94 -2.11  0.181
H: -4.38 -1.65 0.02  0.179
H: -2.70 -2.21 -0.22  0.197
H: -2.73 0.16 0.53  0.187
H: -3.84 0.58 -0.81  0.164

The charge is -1. The HOMO-LUMO gap comes out at 3.60 eV. The value obtained for the LUMO energy is 0.92 eV.


This record from OMol25 describes a 3-piece molecular cluster, C17H26N4O2 overall at a distorted geometry. The level of theory is the ωB97M-V functional and the def2-TZVPD basis.

Last column: natural (NBO) charge in e.
Cartesian coordinates (Å):
C: -4.39 1.77 -1.68  -0.648
C: -3.79 0.57 -2.67  -0.405
C: -2.26 0.99 -3.19  -0.456
C: -1.40 1.27 -1.79  0.013
C: -1.03 2.79 -1.27  -0.234
C: -0.21 2.87 0.18  -0.206
C: 0.20 1.52 1.06  0.103
N: 0.90 1.76 2.37  -0.383
C: 1.18 0.49 3.11  -0.033
C: 0.79 -0.98 2.52  -0.019
N: 0.09 -1.27 1.22  -0.400
C: -0.18 0.03 0.52  0.148
C: -1.00 -0.08 -0.93  -0.231
H: -5.55 1.56 -1.46  0.224
H: -4.21 2.84 -2.14  0.206
H: -3.88 1.76 -0.60  0.229
H: -4.52 0.30 -3.55  0.219
H: -3.69 -0.39 -1.96  0.212
H: -2.41 2.00 -3.81  0.220
H: -1.76 0.16 -3.85  0.241
H: -1.36 3.74 -1.90  0.249
H: 0.03 3.95 0.59  0.243
H: 1.71 0.57 4.16  0.236
H: 1.06 -1.92 3.20  0.220
H: -1.30 -1.13 -1.33  0.249
C: -1.89 -6.26 2.04  0.528
O: -2.82 -6.06 1.28  -0.619
N: -0.91 -5.35 2.36  -0.439
C: 0.17 -5.66 3.27  -0.397
C: -0.95 -4.03 1.76  -0.409
H: -1.76 -7.23 2.55  0.105
H: 0.13 -4.97 4.12  0.190
H: 1.12 -5.56 2.75  0.195
H: 0.08 -6.69 3.65  0.211
H: -1.89 -3.55 2.03  0.214
H: -0.91 -4.14 0.67  0.217
H: -0.11 -3.42 2.10  0.205
C: 4.06 2.12 -2.39  0.528
O: 3.94 0.91 -2.24  -0.616
N: 3.91 3.06 -1.39  -0.437
C: 4.08 4.48 -1.65  -0.397
C: 3.57 2.62 -0.06  -0.418
H: 4.32 2.55 -3.37  0.105
H: 4.88 4.86 -1.01  0.194
H: 3.15 4.99 -1.41  0.193
H: 4.33 4.66 -2.69  0.210
H: 4.35 1.95 0.31  0.212
H: 2.62 2.08 -0.09  0.223
H: 3.49 3.48 0.62  0.204

Its structure (SMILES) is CCCc1ccc2nccnc2c1.CN(C)C=O.CN(C)C=O. The HOMO-LUMO gap comes out at 7.04 eV. The value obtained for the LUMO energy is -1.36 eV.